Record 1
{"formula": "C11H20F3O5Ru", "method": "wB97M-V/def2-TZVPD", "max_force_ev_per_a": 0.30, "e_tot_ha": -1201.1520, "homo_lumo_gap_ev": [10.307, 8.369], "spin_multiplicity": 2, "s2": 0.754, "charge": 2, "elements": ["Ru", "C", "C", "O", "C", "C", "O", "C", "C", "O", "C", "C", "O", "C", "C", "O", "H", "H", "H", "H", "H", "H", "H", "H", "H", "H", "H", "H", "H", "H", "H", "H", "H", "H", "H", "H", "F", "C", "F", "F"], "coordinates": [[-0.15726, -0.31134, 0.19477], [2.30900, -0.83723, -1.31017], [1.12030, -1.25980, -2.17709], [-0.00545, -0.40570, -1.80372], [-1.22913, -0.33837, -2.59818], [-2.40926, -0.55497, -1.64962], [-2.15472, 0.04890, -0.34468], [-2.62315, 1.40507, -0.11726], [-1.49826, 2.38761, -0.36770], [-0.31706, 1.95404, 0.33223], [-0.31989, 2.29272, 1.73672], [0.77065, 1.49418, 2.38263], [0.48801, 0.07929, 2.15417], [1.65202, -0.77111, 2.39766], [2.63532, -0.69243, 1.22486], [1.83719, -0.48791, 0.02724], [2.79028, 0.05476, -1.70822], [3.02857, -1.65263, -1.24560], [0.83132, -2.29740, -2.03058], [1.36328, -1.08972, -3.22573], [-1.20849, -1.11330, -3.36367], [-1.23488, 0.63945, -3.07599], [-2.56572, -1.60819, -1.44714], [-3.32422, -0.13272, -2.06207], [-2.96134, 1.41646, 0.91723], [-3.47974, 1.60415, -0.76005], [-1.78543, 3.38991, -0.04513], [-1.22004, 2.43479, -1.41936], [-1.28805, 2.05505, 2.18294], [-0.12218, 3.35941, 1.85456], [0.80123, 1.66181, 3.45858], [1.73709, 1.73754, 1.93776], [1.24944, -1.77034, 2.52364], [2.12666, -0.46079, 3.32777], [3.18868, -1.62787, 1.14355], [3.33368, 0.14006, 1.29977], [0.88233, -2.97589, 0.47513], [-0.29171, -2.31483, 0.35466], [-0.99919, -2.52757, 1.48185], [-0.94986, -2.92508, -0.65578]]}

Record 2
{"formula": "C3HN2O3", "method": "wB97M-V/def2-TZVPD", "max_force_ev_per_a": 6.13, "smiles": "[H]/N=C1\\OC([O-])=NC1=O", "e_above_lowest_ev": 0.404, "e_tot_ha": -450.2389, "homo_lumo_gap_ev": 9.245, "spin_multiplicity": 1, "charge": -1, "elements": ["C", "C", "C", "N", "N", "O", "O", "O", "H"], "coordinates": [[-0.62411, 0.36342, -0.95097], [0.27380, 0.67148, 0.19464], [-0.27883, -1.50453, 0.14695], [-0.84879, -0.95839, -0.94656], [0.93786, 1.65853, 0.54488], [-1.10848, 1.32178, -1.76095], [-0.40709, -2.62809, 0.56512], [0.49722, -0.53961, 0.87897], [1.55842, 1.61541, 1.32792]]}

Record 3
{"formula": "C51H92BBrN4O10", "method": "wB97M-V/def2-TZVPD", "max_force_ev_per_a": 1.59, "smiles": "CCCCCCCCCCCCCCc1nc2c(Br)c(B(N)O)cc(CCCOC)c2nc1CC(=O)N(C)C.CC(C)=O.CC(C)=O.CC(C)=O.CC(C)=O.CC(C)=O.CC(C)=O.CC(C)=O", "e_tot_ha": -5568.8498, "homo_lumo_gap_ev": 8.196, "spin_multiplicity": 1, "elements": ["C", "C", "C", "C", "C", "C", "C", "C", "C", "C", "C", "C", "C", "C", "C", "N", "C", "C", "Br", "C", "B", "N", "O", "C", "C", "C", "C", "C", "O", "C", "C", "N", "C", "C", "C", "O", "N", "C", "C", "H", "H", "H", "H", "H", "H", "H", "H", "H", "H", "H", "H", "H", "H", "H", "H", "H", "H", "H", "H", "H", "H", "H", "H", "H", "H", "H", "H", "H", "H", "H", "H", "H", "H", "H", "H", "H", "H", "H", "H", "H", "H", "H", "H", "H", "H", "H", "H", "H", "H", "C", "C", "O", "C", "H", "H", "H", "H", "H", "H", "C", "C", "O", "C", "H", "H", "H", "H", "H", "H", "C", "C", "O", "C", "H", "H", "H", "H", "H", "H", "C", "C", "O", "C", "H", "H", "H", "H", "H", "H", "C", "C", "O", "C", "H", "H", "H", "H", "H", "H", "C", "C", "O", "C", "H", "H", "H", "H", "H", "H", "C", "C", "O", "C", "H", "H", "H", "H", "H", "H"], "coordinates": [[6.77074, -0.83246, -1.37583], [7.09260, -0.48199, -2.82640], [5.99264, 0.36438, -3.46961], [6.12716, 1.88205, -3.20986], [5.01813, 2.44752, -2.33285], [4.89966, 3.96472, -2.38122], [4.05160, 4.52074, -1.23186], [3.34255, 5.83398, -1.58520], [2.22018, 6.20885, -0.61894], [1.04545, 5.22975, -0.60176], [0.14332, 5.41652, 0.62994], [-1.34849, 5.54959, 0.32172], [-2.01028, 4.36461, -0.40999], [-1.59415, 2.97858, 0.10221], [-1.26728, 1.98612, -0.98174], [-0.54845, 2.43718, -1.96713], [-0.22012, 1.60524, -2.98611], [0.56323, 2.05837, -4.06222], [1.10764, 3.86673, -4.01875], [0.95300, 1.22049, -5.06985], [1.85205, 1.59300, -6.31104], [1.70973, 2.82162, -7.09628], [2.78784, 0.67584, -6.70952], [0.51212, -0.12511, -5.01374], [-0.27909, -0.61306, -4.01925], [-0.73974, -2.03782, -4.05130], [-1.83280, -2.30244, -5.11540], [-2.74374, -1.13034, -5.38953], [-3.37423, -0.71550, -4.19548], [-3.87232, 0.59670, -4.27928], [-0.64280, 0.26389, -2.97711], [-1.38873, -0.19792, -1.94223], [-1.69683, 0.60763, -0.96950], [-2.50184, -0.07238, 0.12594], [-1.75029, -1.25234, 0.73099], [-1.98124, -2.36707, 0.31372], [-0.81513, -1.06227, 1.76077], [0.27864, -2.04595, 1.59222], [-0.19538, 0.27397, 1.74641], [7.59868, -1.32904, -0.87667], [5.91304, -1.50528, -1.36523], [6.47538, 0.05810, -0.82244], [7.20884, -1.41405, -3.37975], [8.04205, 0.04999, -2.88731], [5.02732, 0.02734, -3.08290], [5.98655, 0.16654, -4.54025], [6.13287, 2.39256, -4.17425], [7.10438, 2.06060, -2.75878], [5.19898, 2.13628, -1.30009], [4.07499, 1.99920, -2.64598], [5.89354, 4.41578, -2.37603], [4.43709, 4.23496, -3.33137], [3.31990, 3.77169, -0.94140], [4.72624, 4.72454, -0.39967], [2.97578, 5.80603, -2.61216], [4.09559, 6.62496, -1.54510], [2.63112, 6.25526, 0.39326], [1.84352, 7.20806, -0.84526], [0.44153, 5.31612, -1.50350], [1.44719, 4.22092, -0.58553], [0.29120, 4.61558, 1.35398], [0.44915, 6.32458, 1.15398], [-1.88343, 5.77576, 1.24078], [-1.46254, 6.42863, -0.31852], [-1.87465, 4.44486, -1.48561], [-3.08251, 4.46685, -0.24011], [-2.37753, 2.58608, 0.74108], [-0.70046, 3.06730, 0.71575], [2.63799, 3.14349, -7.35181], [1.22081, 2.64366, -7.96686], [3.03414, 0.05618, -6.01254], [0.81113, -0.79501, -5.80871], [0.13396, -2.65194, -4.26630], [-1.11997, -2.34135, -3.08184], [-1.38885, -2.60040, -6.06063], [-2.45580, -3.11469, -4.75224], [-3.51855, -1.46126, -6.09386], [-2.21686, -0.30397, -5.87669], [-4.39457, 0.81250, -3.35187], [-4.57522, 0.69738, -5.11193], [-3.05885, 1.31566, -4.41845], [-2.89881, 0.62231, 0.85819], [-3.34149, -0.54122, -0.37835], [0.66717, -2.02746, 0.57449], [1.08300, -1.76939, 2.26988], [-0.05428, -3.04206, 1.85408], [-0.91952, 1.07495, 1.80233], [0.52491, 0.36841, 2.55123], [0.36013, 0.39662, 0.80914], [2.39000, -3.53194, -1.95766], [2.95738, -3.75076, -3.34190], [2.84705, -2.91161, -4.20656], [3.66709, -5.05758, -3.57497], [1.90636, -2.55756, -1.91637], [1.65855, -4.30637, -1.72177], [3.19707, -3.56878, -1.22353], [2.98390, -5.89079, -3.40116], [4.51301, -5.15043, -2.89358], [4.02701, -5.09621, -4.60082], [-2.37634, 0.98432, 6.84688], [-1.64572, 0.79166, 5.54258], [-1.59912, 1.65453, 4.69446], [-0.97242, -0.54432, 5.34506], [-2.82140, 1.97750, 6.86855], [-3.15983, 0.23523, 6.95026], [-1.69246, 0.87307, 7.68559], [-1.71445, -1.34260, 5.38846], [-0.23046, -0.70515, 6.12887], [-0.48916, -0.56274, 4.37264], [-3.72926, -6.72723, -6.65344], [-2.76610, -5.79836, -7.35378], [-2.31364, -4.82373, -6.80286], [-2.39832, -6.14938, -8.77601], [-3.91242, -6.36780, -5.64399], [-4.67325, -6.76893, -7.19909], [-3.31260, -7.73471, -6.60863], [-3.29293, -6.16978, -9.40038], [-1.93223, -7.13535, -8.80999], [-1.70390, -5.40938, -9.16564], [-4.87882, -0.25808, 9.93665], [-3.62995, -1.09873, 9.98059], [-2.61853, -0.77832, 9.39822], [-3.70307, -2.37469, 10.78654], [-4.69874, 0.62835, 9.33210], [-5.70212, -0.82191, 9.49815], [-5.16278, 0.04684, 10.94490], [-4.48626, -3.02312, 10.39043], [-3.94057, -2.14593, 11.82645], [-2.74809, -2.89236, 10.74010], [8.22402, -6.66005, -0.80876], [6.76383, -6.29780, -0.69502], [6.07506, -6.12733, -1.67364], [6.20494, -6.15850, 0.70019], [8.50201, -6.72929, -1.85721], [8.83664, -5.89992, -0.32169], [8.41114, -7.61777, -0.32075], [6.74340, -5.38010, 1.24290], [6.31738, -7.09771, 1.24378], [5.15079, -5.89767, 0.64742], [-3.38162, 7.14833, 5.24949], [-2.48009, 6.14169, 4.57386], [-2.53503, 5.94206, 3.38370], [-1.50730, 5.39955, 5.45588], [-4.03013, 7.61170, 4.51006], [-3.99199, 6.65412, 6.00703], [-2.78259, 7.91828, 5.73822], [-2.04787, 4.84030, 6.22017], [-0.83905, 6.10716, 5.95125], [-0.92707, 4.70464, 4.85606], [-9.37834, -2.76597, 8.89554], [-8.31058, -1.84143, 8.36484], [-7.86910, -0.93323, 9.03087], [-7.81965, -2.10434, 6.96195], [-9.64444, -2.47329, 9.90797], [-10.26423, -2.71753, 8.26074], [-9.01456, -3.79469, 8.89971], [-8.64778, -2.03111, 6.25572], [-7.39852, -3.10875, 6.89373], [-7.05786, -1.37499, 6.69738]]}